Here is a 2-piece molecular cluster, C7H17NO overall from the Open Molecules 2025 dataset. Energies are from ωB97M-V/def2-TZVPD.

Last column: Löwdin charge in e.
Geometry (Å):
C: 0.9365 1.4171 0.8906  -0.19
C: 1.9074 1.1596 -0.3192  -0.06
C: -0.8710 -0.0317 0.0084  -0.06
C: 0.9799 -0.3555 3.2775  0.01
C: 0.3158 -0.7312 1.9621  -0.50
O: -0.0676 -1.8589 1.7450  0.06
N: -0.0217 0.3328 1.1418  -0.12
H: 1.5949 1.5023 1.7364  0.09
H: 0.2848 2.2167 0.5519  0.11
H: 2.8289 0.7841 0.1174  0.06
H: 2.1005 2.1458 -0.7406  0.07
H: -1.6332 0.7438 -0.1262  0.10
H: 1.8104 0.3283 3.1726  0.06
H: 1.5555 0.3458 -0.9361  0.05
H: -0.2933 -0.2053 -0.8994  0.05
H: -1.3291 -1.0101 0.1670  0.09
H: 0.2007 -0.0042 3.9549  0.09
H: 1.3833 -1.2732 3.7055  0.08
C: -1.4395 -0.8266 -3.3113  -0.15
C: -1.4564 0.5574 -4.0413  -0.16
H: -2.1374 -1.4621 -3.8594  0.06
H: -0.4607 -1.2860 -3.3617  0.06
H: -1.8108 -0.5455 -2.3357  0.03
H: -2.2721 0.6167 -4.7597  0.05
H: -0.5088 0.7495 -4.5446  0.06
H: -1.6292 1.3799 -3.3510  0.05

Properties
**Total charge**: 0
**Maximum force**: 2.215 eV Å⁻¹
**Total energy**: -11071.599 eV
**SMILES**: CCN(C)C(C)=O.CC
**HOMO-LUMO gap**: 0.3676 hartree

Here is C32H43N8S2V as an isolated structure from the Open Molecules 2025 dataset. Energies are from ωB97M-V/def2-TZVPD.

Last column: Löwdin charge in e.
Geometry (Å):
V: 0.8959 -0.4411 0.6132  0.69
N: 4.9886 -1.4930 -0.1264  0.11
C: 3.8457 -0.8969 0.2422  -0.81
S: 2.6697 -0.4929 -0.9704  0.74
N: 3.6624 -0.6315 1.5139  0.01
N: 2.4455 -0.1013 1.7361  -0.18
C: 2.2730 0.6219 2.7956  -0.02
C: 1.0266 1.3362 2.8115  -0.23
C: 0.6985 2.3273 3.7272  0.02
C: -0.4398 3.0838 3.5127  -0.02
C: -1.2381 2.8088 2.4110  -0.04
C: -0.8845 1.7636 1.5785  -0.18
N: 0.2182 1.0341 1.7640  -0.02
H: 5.2225 -1.5347 -1.1012  0.09
H: 5.7224 -1.5968 0.5555  0.11
H: 3.0623 0.7563 3.5245  0.15
H: 1.3526 2.5036 4.5697  0.13
H: -0.7048 3.8796 4.1959  0.12
H: -2.1279 3.3867 2.2072  0.12
H: -1.5210 1.4767 0.7528  0.10
C: 2.1021 -3.1609 2.9642  -0.02
C: 1.2144 -2.2954 3.8163  -0.21
C: 1.4374 -2.1819 5.1807  -0.04
C: 0.5567 -1.4802 5.9902  -0.06
C: -0.5914 -0.9386 5.4428  -0.04
C: -0.8483 -1.0309 4.0777  -0.22
C: -2.1641 -0.5174 3.5513  -0.02
C: 0.1009 -1.6491 3.2578  -0.23
N: -0.0501 -1.6703 1.8348  0.00
C: -0.8635 -2.5657 1.3014  -0.25
C: -1.6895 -3.5357 2.0877  0.01
C: -0.9088 -2.5413 -0.1259  -0.26
C: -1.6894 -3.5740 -0.8788  0.01
N: -0.2357 -1.5562 -0.6784  -0.01
C: -0.0934 -1.5604 -2.1006  -0.26
C: 0.7995 -2.4546 -2.7103  -0.26
C: 1.5649 -3.4777 -1.9161  -0.05
C: 0.9584 -2.3890 -4.0889  -0.04
C: 0.2103 -1.5134 -4.8562  -0.07
C: -0.7199 -0.6885 -4.2460  -0.05
C: -0.8836 -0.6970 -2.8682  -0.21
C: -1.9371 0.1420 -2.1993  -0.03
H: 3.0173 -3.4122 3.4967  0.09
H: 2.3684 -2.6800 2.0258  0.05
H: 1.5907 -4.0962 2.7184  0.09
H: 2.3030 -2.6681 5.6138  0.12
H: 0.7505 -1.3856 7.0508  0.11
H: -1.3218 -0.4518 6.0788  0.12
H: -2.3124 0.5223 3.8394  0.08
H: -2.9809 -1.0947 3.9892  0.10
H: -2.2345 -0.5948 2.4683  0.07
H: -1.4474 -3.4906 3.1462  0.09
H: -1.5297 -4.5545 1.7330  0.09
H: -2.7516 -3.3080 1.9661  0.10
H: -2.7414 -3.5231 -0.5900  0.10
H: -1.3342 -4.5765 -0.6339  0.10
H: -1.6127 -3.4254 -1.9522  0.09
H: 1.8599 -3.0923 -0.9409  0.04
H: 2.4618 -3.7776 -2.4553  0.09
H: 0.9595 -4.3741 -1.7563  0.08
H: 1.6738 -3.0498 -4.5636  0.12
H: 0.3322 -1.4972 -5.9316  0.11
H: -1.3555 -0.0469 -4.8430  0.11
H: -2.4753 0.7426 -2.9323  0.08
H: -1.4713 0.8073 -1.4733  0.03
H: -2.6608 -0.4885 -1.6751  0.09
C: -3.0920 4.0617 -1.4392  -0.08
C: -1.7633 4.8096 -1.4381  -0.25
N: -0.8927 4.3723 -2.5181  0.01
C: 0.1490 3.5382 -2.3930  -0.81
S: 0.6055 2.8560 -0.9163  0.67
N: 0.8606 3.2611 -3.4961  0.00
C: 0.6891 3.8627 -4.8104  -0.23
C: -0.3582 3.1582 -5.6709  -0.08
H: -3.7597 4.4813 -0.6858  0.08
H: -2.9351 3.0040 -1.2207  0.06
H: -3.5823 4.1415 -2.4106  0.07
H: -1.2330 4.6421 -0.5044  0.07
H: -1.9311 5.8815 -1.5532  0.12
H: -1.1301 4.7063 -3.4385  0.12
H: 1.6053 2.5980 -3.3638  0.12
H: 1.6543 3.8256 -5.3122  0.12
H: 0.4382 4.9193 -4.6893  0.11
H: -0.0474 2.1335 -5.8673  0.07
H: -0.4713 3.6719 -6.6259  0.08
H: -1.3310 3.1367 -5.1760  0.07

Properties
**Total charge**: +1
**Maximum force**: 2.389 eV Å⁻¹
**Spin multiplicity**: 4
**Total energy**: -93158.960 eV
**HOMO-LUMO gap (alpha / beta)**: 0.2342 / 0.2540 hartree

Here is a 2-piece molecular cluster, C4H9ClN2 overall from the Open Molecules 2025 dataset. Energies are from ωB97M-V/def2-TZVPD.

Last column: Löwdin charge in e.
Geometry (Å):
C: -3.6945 -0.1812 2.1133  -0.06
C: 1.1461 -0.8322 0.3563  -0.03
C: -2.6575 -0.7724 1.5909  -0.67
C: 0.1021 -0.0402 -2.1061  -0.16
N: 0.5177 0.2678 0.0872  -0.21
N: -0.0637 0.8191 -0.9175  -0.08
Cl: -2.7071 -2.1812 0.6356  0.62
H: -3.6176 0.6684 2.7520  0.05
H: -4.7039 -0.5116 2.0690  0.05
H: 1.5982 -0.8700 1.2546  0.01
H: 1.2849 -1.7291 -0.3251  0.09
H: -1.7179 -0.4081 1.7434  0.00
H: -0.4586 0.3717 -2.9029  0.04
H: 1.2349 -0.0420 -2.5249  0.12
H: -0.2314 -1.0094 -1.9495  0.02
H: 0.2899 0.9744 0.8930  0.20

Properties
**Total charge**: 0
**Maximum force**: 4.255 eV Å⁻¹
**Total energy**: -19792.515 eV
**HOMO-LUMO gap**: 0.3190 hartree

Here is C47H51N4O5PtS2 as an isolated structure from the Open Molecules 2025 dataset. Energies are from ωB97M-V/def2-TZVPD.

Last column: Löwdin charge in e.
Geometry (Å):
Pt: 0.6977 -0.0222 0.7804  1.16
O: 0.0347 -1.1422 2.6243  -0.26
N: -0.1747 -0.7116 3.8479  -0.14
C: -1.4824 -0.7328 4.2405  0.00
C: -1.8700 -0.5545 5.5322  -0.05
C: -0.9174 -0.2744 6.5049  -0.06
C: 0.3945 -0.1832 6.0998  -0.11
C: 0.7885 -0.4117 4.7828  -0.39
S: 2.5426 -0.2847 4.6011  1.06
H: -2.1718 -0.9407 3.4364  0.10
H: -2.9183 -0.6308 5.7823  0.11
H: -1.1999 -0.1297 7.5360  0.11
H: 1.1816 0.0463 6.8061  0.11
C: -4.8800 1.2603 1.2403  -0.07
C: -3.4637 0.7147 1.0685  -0.35
C: -2.4566 1.6021 1.8121  -0.06
C: -3.3186 -0.7348 1.4895  -0.17
C: -4.2168 -1.3460 2.3542  -0.07
C: -4.0786 -2.6843 2.6945  -0.08
C: -3.0556 -3.4368 2.1438  -0.03
C: -2.1342 -2.8675 1.2735  -0.14
C: -1.0644 -3.7102 0.6103  -0.36
C: -1.6738 -4.9359 -0.0767  -0.06
C: 0.0228 -4.1297 1.6048  -0.05
C: -2.2440 -1.4965 0.9746  -0.22
N: -1.2982 -0.8959 0.1378  -0.01
C: -1.5830 -0.7212 -1.1596  -0.20
C: -0.6117 -0.0934 -2.0115  -0.22
N: 0.5291 0.3380 -1.4748  -0.01
C: 1.5247 0.9308 -2.2525  -0.24
C: 1.4523 2.3138 -2.5113  -0.17
C: 2.5563 2.9426 -3.0728  -0.05
C: 3.6936 2.2237 -3.3956  -0.08
C: 3.7087 0.8436 -3.2550  -0.04
C: 2.6224 0.1635 -2.7231  -0.12
C: 2.5529 -1.3596 -2.6989  -0.35
C: 2.8234 -1.9565 -1.3202  -0.06
C: 3.5101 -1.9977 -3.7055  -0.08
C: 0.2005 3.0880 -2.1533  -0.36
C: 0.4268 3.9173 -0.8838  -0.05
C: -0.2748 3.9675 -3.3118  -0.06
C: -1.1083 -0.0816 -3.3551  -0.11
C: -0.6435 0.3530 -4.6057  -0.06
C: -1.4822 0.1971 -5.7093  -0.13
C: -2.7515 -0.3684 -5.6240  -0.07
C: -3.2472 -0.8366 -4.3794  -0.19
C: -4.5011 -1.4442 -4.1118  -0.06
C: -4.8212 -1.8570 -2.8210  -0.12
C: -3.9599 -1.7035 -1.7356  -0.05
C: -2.7153 -1.0932 -1.9580  -0.11
C: -2.3969 -0.6798 -3.2826  -0.09
H: -4.9543 2.2330 0.7540  0.08
H: -5.1271 1.3897 2.2957  0.07
H: -5.6108 0.5931 0.7832  0.08
H: -3.2207 0.7686 0.0045  0.13
H: -2.6482 1.5872 2.8879  0.08
H: -2.5311 2.6310 1.4558  0.08
H: -1.4386 1.2491 1.6288  0.03
H: -5.0401 -0.7777 2.7675  0.10
H: -4.7854 -3.1456 3.3737  0.10
H: -2.9749 -4.4883 2.3911  0.11
H: -0.5891 -3.0942 -0.1550  0.12
H: -2.0652 -5.6461 0.6542  0.07
H: -0.9078 -5.4441 -0.6641  0.08
H: -2.4842 -4.6446 -0.7461  0.08
H: -0.3916 -4.7475 2.4047  0.08
H: 0.4754 -3.2455 2.0460  0.05
H: 0.8026 -4.6961 1.0941  0.08
H: 2.5337 4.0117 -3.2454  0.11
H: 4.5595 2.7361 -3.7954  0.10
H: 4.5841 0.2952 -3.5743  0.10
H: 1.5309 -1.6237 -2.9928  0.14
H: 3.8048 -1.6658 -0.9572  0.08
H: 2.7796 -3.0463 -1.3675  0.08
H: 2.0842 -1.6301 -0.5887  0.02
H: 4.5466 -1.8949 -3.3811  0.08
H: 3.4010 -1.5457 -4.6921  0.08
H: 3.2939 -3.0626 -3.7907  0.08
H: -0.5947 2.3722 -1.9429  0.12
H: 1.2957 4.5699 -0.9931  0.08
H: 0.5881 3.2551 -0.0313  0.05
H: -0.4481 4.5356 -0.6741  0.08
H: 0.4324 4.7711 -3.5255  0.07
H: -1.2361 4.4185 -3.0621  0.08
H: -0.4066 3.3681 -4.2125  0.08
H: 0.3386 0.7931 -4.7249  0.09
H: -1.1269 0.5348 -6.6772  0.09
H: -3.3666 -0.4618 -6.5116  0.09
H: -5.2087 -1.5882 -4.9199  0.09
H: -5.7861 -2.3209 -2.6474  0.09
H: -4.2571 -2.0462 -0.7532  0.09
O: 4.3165 -2.5690 3.2216  -0.30
S: 4.4505 -1.1558 3.0486  0.32
O: 4.9895 -0.7371 1.7762  -0.32
O: 2.8516 -0.5673 3.0132  -0.64
O: 4.9764 -0.4244 4.1810  -0.40
N: 2.4351 1.4845 0.4492  0.02
C: 3.1331 2.4485 1.2569  -0.30
C: 2.6465 2.8505 2.4880  -0.04
C: 3.4085 3.6806 3.2980  -0.08
C: 4.6554 4.1145 2.8820  -0.09
C: 5.1197 3.7556 1.6239  -0.08
C: 4.3588 2.9360 0.8113  -0.02
H: 3.0816 0.6782 0.4312  0.09
H: 2.3955 1.8103 -0.5158  0.05
H: 1.6786 2.4968 2.8203  0.10
H: 3.0306 3.9819 4.2663  0.10
H: 5.2712 4.7213 3.5329  0.10
H: 6.0836 4.1047 1.2773  0.10
H: 4.7188 2.6398 -0.1664  0.12

Properties
**Total charge**: -1
**Maximum force**: 1.856 eV Å⁻¹
**Spin multiplicity**: 5
**Total energy**: -90679.779 eV
**HOMO-LUMO gap (alpha / beta)**: 0.1468 / 0.1765 hartree